1.
DFT (the ωB97M-V functional and the def2-TZVPD basis) results for a molecular structure, C27H20MnN4OS.

The energy relative to the best compared isomer or geometry (same formula, charge and spin) is 0.0 kJ/mol. As for the multiplicity: 4. The value obtained for the gap between HOMO and LUMO (spin up / spin down) is 6.02 / 4.83 eV. Its net charge is +2.

Cartesian coordinates (Å):
Mn -1.175 2.009 -1.136
C -2.572 -1.427 -4.171
C -2.202 -0.106 -4.322
C -2.385 0.783 -3.261
C -2.880 0.315 -2.030
C -3.233 -1.026 -1.881
C -3.097 -1.872 -2.962
N -2.811 1.272 -1.011
C -3.411 1.266 0.255
C -4.613 0.678 0.611
C -5.094 0.881 1.899
C -4.409 1.658 2.835
C -3.214 2.258 2.491
C -2.727 2.042 1.206
N -1.563 2.606 0.663
N -0.851 3.429 1.261
C 0.198 3.910 0.437
C 1.080 4.834 0.952
C 2.078 5.321 0.115
C 2.151 4.865 -1.190
C 1.228 3.929 -1.628
N 0.265 3.458 -0.833
H -2.478 -2.116 -4.999
H -1.820 0.255 -5.267
H -2.291 1.859 -3.409
H -3.588 -1.405 -0.932
H -3.397 -2.907 -2.862
H -5.186 0.105 -0.104
H -6.038 0.432 2.178
H -4.820 1.797 3.824
H -2.662 2.874 3.187
H 0.967 5.160 1.976
H 2.785 6.052 0.482
H 2.909 5.226 -1.870
H 1.258 3.541 -2.638
C 6.228 -5.842 2.567
C 5.565 -4.595 2.084
O 6.032 -3.515 1.958
S 3.774 -4.973 1.657
C 3.007 -3.550 1.117
C 3.576 -2.251 1.011
C 2.802 -1.218 0.580
C 1.433 -1.409 0.235
C 0.879 -2.714 0.314
C 1.645 -3.753 0.738
C 0.662 -0.325 -0.180
C -0.076 0.579 -0.555
H 7.224 -5.592 2.924
H 6.301 -6.551 1.740
H 5.640 -6.307 3.360
H 4.611 -2.093 1.264
H 3.223 -0.225 0.492
H -0.152 -2.872 0.030
H 1.226 -4.749 0.794

***

2.
DFT (the ωB97M-V functional and the def2-TZVPD basis) results for a molecular structure, C27H20N4O5Rb.

The energy relative to the best compared isomer or geometry (same formula, charge and spin) is 54.8 kJ/mol. The value obtained for the gap between HOMO and LUMO is 4.50 eV. Its net charge is -1.

Cartesian coordinates (Å):
Rb 0.310 0.473 1.346
O 1.500 -1.589 -2.515
C 2.544 -0.954 -3.079
C 2.817 -1.169 -4.431
C 3.889 -0.537 -5.036
C 4.701 0.321 -4.301
C 4.426 0.531 -2.959
C 3.357 -0.094 -2.326
C 3.045 0.133 -0.874
O 1.953 -0.416 -0.425
N 3.884 0.869 -0.220
N 3.680 1.020 1.143
C 2.894 1.941 1.555
C 2.029 2.888 0.814
C 2.398 3.425 -0.419
C 1.595 4.332 -1.089
C 0.376 4.697 -0.514
C -0.023 4.177 0.699
C 0.781 3.254 1.430
O 0.369 2.729 2.528
H 1.527 -1.254 -1.557
H 2.169 -1.838 -4.983
H 4.091 -0.712 -6.086
H 5.539 0.822 -4.770
H 5.039 1.189 -2.358
H 2.841 2.026 2.640
H 3.336 3.106 -0.856
H 1.900 4.733 -2.047
H -0.275 5.396 -1.031
H -0.971 4.461 1.143
O -7.433 -0.357 -1.983
C -6.222 0.247 -2.028
O -6.031 1.127 -2.815
C -5.174 -0.238 -1.067
C -5.396 -1.229 -0.113
C -4.387 -1.623 0.747
C -3.131 -1.028 0.662
C -2.908 -0.031 -0.285
C -3.920 0.359 -1.145
N -2.026 -1.344 1.497
C -2.045 -2.293 2.334
C -0.867 -2.591 3.196
C -0.920 -3.663 4.075
C 0.198 -3.937 4.853
C 1.315 -3.136 4.717
C 1.274 -2.081 3.807
N 0.209 -1.810 3.069
H -7.438 -1.051 -1.318
H -6.359 -1.716 -0.002
H -4.595 -2.386 1.484
H -1.935 0.440 -0.345
H -3.753 1.133 -1.880
H -2.902 -2.961 2.477
H -1.813 -4.270 4.143
H 0.193 -4.766 5.548
H 2.211 -3.316 5.294
H 2.135 -1.438 3.659

***

3.
DFT (the ωB97M-V functional and the def2-TZVPD basis) results for a molecular structure, C27H20N7O7S2Ta at a distorted geometry.

The value obtained for the gap between HOMO and LUMO is 6.76 eV. Its net charge is +2.

Cartesian coordinates (Å):
Ta 0.550 -0.471 1.049
O -4.082 1.948 4.240
C -3.184 1.306 3.514
C -2.640 0.062 3.878
C -1.719 -0.492 3.031
N -1.365 0.093 1.886
C -1.815 1.315 1.580
C -2.732 1.965 2.353
C -1.038 1.924 0.441
O -1.177 3.019 0.016
O -0.061 1.045 0.032
C -0.875 -1.708 3.325
O -1.032 -2.474 4.206
O 0.161 -1.755 2.409
H -4.338 1.461 5.035
H -2.898 -0.436 4.804
H -3.076 2.961 2.111
N 4.610 6.205 1.177
C 4.105 5.000 1.490
C 4.926 4.020 2.094
C 4.418 2.797 2.425
C 3.066 2.514 2.144
C 2.237 3.472 1.535
C 2.751 4.698 1.216
S 2.486 1.002 2.584
O 3.132 0.450 3.716
O 0.963 1.006 2.595
N 2.501 -0.071 1.337
C 3.122 -0.172 0.095
N 2.229 -0.797 -0.689
C 2.607 -1.052 -1.942
C 3.864 -0.668 -2.371
C 4.679 0.001 -1.466
N 4.313 0.264 -0.201
H 5.553 6.451 1.420
H 4.027 6.929 0.796
H 5.962 4.250 2.310
H 5.045 2.058 2.906
H 1.197 3.261 1.332
H 2.118 5.448 0.761
H 1.898 -1.556 -2.587
H 4.195 -0.877 -3.377
H 5.665 0.343 -1.757
S -2.467 -4.869 -3.038
C -1.763 -3.649 -2.033
C -0.709 -4.042 -1.187
C -0.123 -3.119 -0.369
N -0.506 -1.821 -0.334
C -1.509 -1.440 -1.148
C -2.153 -2.306 -1.995
C -3.689 -3.957 -3.945
C -4.992 -3.901 -3.477
C -5.919 -3.191 -4.233
N -5.618 -2.570 -5.371
C -4.364 -2.653 -5.812
C -3.360 -3.339 -5.142
H -0.365 -5.067 -1.166
H 0.673 -3.417 0.305
H -1.791 -0.396 -1.120
H -2.953 -1.937 -2.621
H -5.285 -4.395 -2.561
H -6.949 -3.123 -3.906
H -4.150 -2.154 -6.750
H -2.359 -3.394 -5.549

***

4.
DFT (the ωB97M-V functional and the def2-TZVPD basis) results for a molecular structure, C27H21AuFN4O5 at a distorted geometry.

As for the multiplicity: 3. The value obtained for the gap between HOMO and LUMO (spin up / spin down) is 6.49 / 3.30 eV. Its net charge is +1.

Cartesian coordinates (Å):
Au -0.657 1.585 1.073
O -5.502 2.843 3.273
C -5.538 3.683 2.233
C -6.593 4.587 2.066
C -6.623 5.454 0.994
C -5.606 5.428 0.044
C -4.559 4.541 0.190
C -4.497 3.670 1.279
C -3.329 2.795 1.390
O -2.436 2.841 0.510
N -3.280 1.968 2.441
N -2.217 1.260 2.551
C -2.004 0.321 3.407
C -0.758 -0.389 3.375
C -0.523 -1.512 4.177
C 0.682 -2.178 4.074
C 1.645 -1.698 3.194
C 1.349 -0.569 2.446
N 0.189 0.051 2.530
H -6.277 2.968 3.842
H -7.391 4.602 2.795
H -7.440 6.152 0.897
H -5.632 6.099 -0.799
H -3.755 4.493 -0.529
H -2.752 0.052 4.143
H -1.284 -1.847 4.862
H 0.875 -3.052 4.678
H 2.605 -2.180 3.099
H 2.068 -0.141 1.762
C 4.542 -0.449 -4.262
C 4.256 -1.525 -3.217
C 4.017 -2.872 -3.894
C 3.798 -3.951 -2.846
C 2.644 -3.563 -1.978
C 1.887 -4.525 -1.346
C 0.755 -4.164 -0.622
F 0.026 -5.120 -0.036
C 0.372 -2.852 -0.506
C 1.160 -1.857 -1.095
C 0.757 -0.460 -0.884
O -0.331 -0.228 -0.336
C 1.734 0.471 -1.334
C 2.806 0.070 -2.088
N 3.081 -1.201 -2.392
C 2.305 -2.200 -1.842
C 1.664 2.005 -0.989
O 2.222 2.684 -1.822
O 1.135 2.314 0.093
H 5.221 -0.859 -5.005
H 5.019 0.432 -3.840
H 3.629 -0.146 -4.770
H 5.116 -1.613 -2.538
H 4.874 -3.121 -4.518
H 3.139 -2.795 -4.538
H 4.699 -4.074 -2.239
H 3.591 -4.908 -3.321
H 2.158 -5.565 -1.416
H -0.519 -2.578 0.036
H 3.485 0.826 -2.453